Record 1
ORCA calculation (ωB97M-V/def2-TZVPD) on an isolated molecule of C11H10O4 at a distorted geometry.

```
25
Properties=species:S:1:pos:R:3:nbo_charge:R:1
C 0.42 -0.07 -1.01 -0.21
C 0.71 -0.18 0.50 -0.19
C 1.61 0.25 -1.54 0.60
C 2.05 -0.02 0.60 0.59
C -1.92 -0.50 -0.80 -0.21
C -2.67 0.25 0.32 -0.36
C -0.89 0.26 -1.26 0.03
C -0.39 -0.44 1.49 0.16
C -1.72 0.19 1.27 0.33
C -1.03 1.64 -1.77 -0.64
C -0.34 -1.80 2.15 -0.62
O 2.64 0.31 -0.68 -0.47
O -1.07 0.52 2.40 -0.43
O 1.97 0.52 -2.84 -0.66
O 2.91 0.07 1.62 -0.66
H -1.76 -1.54 -0.53 0.19
H -3.71 0.56 0.46 0.23
H -1.91 2.13 -1.46 0.23
H -0.92 1.77 -2.91 0.23
H -0.17 2.22 -1.39 0.21
H -0.60 -2.57 1.44 0.22
H -0.83 -1.89 3.11 0.23
H 0.84 -1.86 2.44 0.21
H 2.90 0.16 -2.90 0.49
H 3.87 0.03 1.30 0.51
```

Values from the calculation:
**Calculated total energy**: -725.88991 Ha
**LUMO**: 0.281 eV
**SMILES string**: CC1=CC=C2O[C@]2(C)c2c(O)oc(O)c21
**Molar mass**: 206.2 g mol⁻¹
**Charge**: 0
**Frontier orbital gap**: 8.23 eV
**Energy above the lowest of the compared OMol25 structures with the same formula, charge and spin**: 55.8 kcal per mole

---

Record 2
ORCA calculation (ωB97M-V/def2-TZVPD) on a structure of composition C11H11AlI2N2O2S2Se3Te.

```
35
Properties=species:S:1:pos:R:3:nbo_charge:R:1
Al -0.95 -0.52 1.34 1.36
I 1.49 -0.12 2.54 0.31
C 2.67 -0.27 0.76 -0.72
I 2.10 -1.73 -0.65 0.24
H 3.68 -0.48 1.09 0.23
H 2.58 0.69 0.27 0.25
O -0.82 4.85 -0.66 -0.65
C -1.94 4.21 -0.24 0.42
C -3.09 4.93 0.05 -0.32
C -4.23 4.31 0.52 -0.17
C -4.24 2.94 0.72 -0.25
C -3.09 2.22 0.44 -0.14
C -1.93 2.82 -0.04 -0.21
C -0.75 1.95 -0.32 0.58
O -0.66 0.84 0.39 -0.98
N 0.10 2.32 -1.20 -0.36
N 1.18 1.46 -1.40 -0.38
C 2.09 2.04 -2.08 -0.07
S 3.56 1.19 -2.54 0.28
C 4.46 2.70 -3.00 -0.53
C 3.47 3.67 -3.61 -0.55
S 1.98 3.73 -2.59 0.31
H -1.01 5.80 -0.70 0.48
H -3.08 6.01 -0.09 0.20
H -5.11 4.90 0.74 0.22
H -5.12 2.43 1.08 0.22
H -3.11 1.14 0.56 0.22
H 5.21 2.40 -3.73 0.24
H 4.96 3.12 -2.13 0.22
H 3.22 3.38 -4.63 0.22
H 3.89 4.68 -3.63 0.23
Se -2.37 0.04 3.10 -0.42
Se -3.02 -1.96 4.10 -0.15
Te -2.03 -3.91 2.73 0.24
Se -0.72 -2.79 0.93 -0.57
```

Values from the calculation:
**Calculated total energy**: -9792.39035 Ha
**LUMO**: -0.714 eV
**Molar mass**: 912.6 g mol⁻¹
**Charge**: 0
**Frontier orbital gap**: 6.34 eV
**Energy above the lowest of the compared OMol25 structures with the same formula, charge and spin**: 0.0 kcal per mole

---

Number 2 is which compound?
C11H11AlI2N2O2S2Se3Te

---

What is the molar mass in the second record?
912.6 g mol⁻¹